ORCA calculation (ωB97M-V/def2-TZVPD) on a 2-piece molecular cluster, CH5BO3 overall in a non-equilibrium geometry.

```
10
CH5BO3, DFT ωB97M-V/def2-TZVPD
B -1.2954 -0.8719 0.6859
C 1.1461 0.5606 -0.3898
O -1.9315 0.2591 0.5682
O -1.6109 -2.0498 1.0747
O 0.8451 -0.7377 -0.0350
H 0.3490 0.7358 -1.2269
H 2.2673 0.4505 -0.7005
H 1.1431 1.2350 0.4809
H -2.8158 0.2461 0.3180
H -1.0909 -2.7804 1.5075
```

As for the HOMO energy: -8.190 eV. The value obtained for the strongest force on any atom is 4.95 eV/Å. For the total energy, the calculation gives -7936.036 eV. The net charge is 0. The value obtained for the energy relative to the best compared isomer or geometry (same formula, charge and spin) is 4.1819 eV.


ORCA calculation (ωB97M-V/def2-TZVPD) on one molecule with the formula CH5BO6 in a non-equilibrium geometry.

```
13
CH5BO6, DFT ωB97M-V/def2-TZVPD
B -0.0046 0.6477 1.2131
C -0.1634 -0.5217 -0.8597
O -0.2105 1.9370 0.8428
O 0.6694 0.2428 2.2694
O -0.4954 0.6376 -1.5484
O -0.7957 -1.6371 -1.4552
O 1.1669 -0.8332 -1.0110
O -0.6166 -0.4780 0.3812
H 0.1754 2.6318 1.3292
H 0.8642 0.8332 2.9257
H -0.5331 0.4675 -2.4866
H -1.3179 -2.1391 -0.7058
H 1.2612 -1.7884 -0.8948
```

As for the HOMO energy: -10.582 eV. The value obtained for the strongest force on any atom is 5.16 eV/Å. Its SMILES is OB(O)OC(O)(O)O. For the total energy, the calculation gives -14082.747 eV. The net charge is 0. The value obtained for the energy relative to the best compared isomer or geometry (same formula, charge and spin) is 0.5831 eV.


ORCA calculation (ωB97M-V/def2-TZVPD) on CH5BOS as an isolated structure in a non-equilibrium geometry.

```
9
CH5BOS, DFT ωB97M-V/def2-TZVPD
B 0.9028 0.2877 0.1638
C -0.4629 -0.5987 -0.1965
O 1.9486 -0.2573 0.7416
S -1.9944 0.0730 0.5117
H 0.8035 1.5404 -0.0620
H -0.3494 -1.7062 -0.0072
H -0.9474 -0.4291 -1.5421
H 2.6719 0.3387 0.8288
H -2.5727 0.7516 -0.4380
```

As for the HOMO energy: -8.823 eV. The value obtained for the strongest force on any atom is 4.67 eV/Å. For the total energy, the calculation gives -14676.469 eV. The net charge is 0. The value obtained for the energy relative to the best compared isomer or geometry (same formula, charge and spin) is 2.1564 eV.


ORCA calculation (ωB97M-V/def2-TZVPD) on one molecule with the formula CH5BOS in a non-equilibrium geometry.

```
9
CH5BOS, DFT ωB97M-V/def2-TZVPD
B 0.0146 0.5150 0.0801
C 1.1833 -0.5674 0.0900
O -1.3363 -0.3244 0.3392
S 1.0933 -2.0037 0.8984
H 0.4627 1.3357 0.9198
H 2.1737 -0.4060 -0.2660
H 0.1399 1.1246 -0.9118
H -1.1816 -0.9621 -0.3660
H -1.0421 -0.9503 1.1644
```

As for the HOMO energy: -8.829 eV. The value obtained for the strongest force on any atom is 2.76 eV/Å. For the total energy, the calculation gives -14675.505 eV. The net charge is 0. The value obtained for the energy relative to the best compared isomer or geometry (same formula, charge and spin) is 3.1211 eV.


ORCA calculation (ωB97M-V/def2-TZVPD) on one molecule with the formula CH5BS2 in a non-equilibrium geometry.

```
9
CH5BS2, DFT ωB97M-V/def2-TZVPD
B 0.0598 -0.2949 -0.0595
C -0.0145 1.3043 -0.0795
S -1.5741 -1.2956 0.1399
S 1.6416 -1.1847 -0.0822
H 0.9997 1.8327 -0.1872
H -0.4519 1.5676 0.8432
H -0.6458 1.5187 -1.0260
H -0.8679 -2.1134 -0.6256
H 1.0723 -2.2852 -0.3211
```

The spin multiplicity is 3. As for the HOMO energy (spin up / spin down): -4.774 / -9.639 eV. The value obtained for the strongest force on any atom is 2.90 eV/Å. The expectation value of S² is 2.01. For the total energy, the calculation gives -23460.876 eV. The net charge is 0. The value obtained for the energy relative to the best compared isomer or geometry (same formula, charge and spin) is 0.4029 eV.


ORCA calculation (ωB97M-V/def2-TZVPD) on CH5BeO3 as an isolated structure in a non-equilibrium geometry.

```
10
CH5BeO3, DFT ωB97M-V/def2-TZVPD
O 1.2489 -0.1398 -0.0871
Be 1.0284 1.3173 0.0615
H 1.9969 -0.6456 0.2376
O -0.3727 1.1490 0.6040
O -1.0905 1.7292 -0.4846
H -1.4244 0.9834 -0.9982
C -0.1955 -0.8654 0.1570
H -0.4140 -1.9418 0.1078
H -0.6004 -0.7068 -0.8531
H -0.1767 -0.8794 1.2552
```

The spin multiplicity is 2. As for the HOMO energy (spin up / spin down): -5.641 / -9.467 eV. The value obtained for the strongest force on any atom is 4.51 eV/Å. The expectation value of S² is 0.75. For the total energy, the calculation gives -7654.930 eV. The net charge is 0. The value obtained for the energy relative to the best compared isomer or geometry (same formula, charge and spin) is 0.0000 eV.